1.
This record from OMol25 describes a structure of composition C6H9LiO7Tb at a distorted geometry. The level of theory is the ωB97M-V functional and the def2-TZVPD basis.

Cartesian coordinates (Å):
O 1.052 2.536 -0.941
C 2.193 1.962 -0.858
O 2.752 1.880 0.265
Tb 1.225 2.845 1.260
O 2.681 1.436 -1.947
C 3.777 0.497 -1.846
C 3.343 -0.813 -1.307
H 4.582 0.945 -1.249
H 4.130 0.418 -2.886
H 4.056 -1.405 -0.734
H 2.478 -1.306 -1.752
C -3.657 -1.544 1.504
C -2.245 -1.310 1.007
O -1.756 -0.161 1.685
C -1.222 0.835 0.984
O -1.426 0.914 -0.237
O -0.426 1.559 1.659
O -4.156 -2.681 0.837
Li -0.628 1.933 -1.564
H -4.271 -0.651 1.302
H -3.636 -1.695 2.596
H -2.161 -1.188 -0.118
H -5.069 -2.827 1.096
H -1.615 -2.179 1.243

The spin multiplicity is 8. The maximum force is 4.6 eV/A. The calculated total energy is -1592.17031 Ha. The charge is +2.

Mulliken atomic charge list, values in e, 2 entries: -0.93, 0.97

2.
This record from OMol25 describes a structure of composition C22H21N3O6PtS3. The level of theory is the ωB97M-V functional and the def2-TZVPD basis.

Cartesian coordinates (Å):
Pt -0.138 0.321 0.082
O -3.290 4.806 -2.530
C -2.960 3.788 -3.287
O -3.297 3.683 -4.443
C -2.097 2.714 -2.691
C -1.586 1.709 -3.483
N -0.877 0.896 -2.693
N -0.906 1.313 -1.424
C -1.632 2.433 -1.385
C -1.846 3.162 -0.058
O -2.423 4.260 -0.116
O -1.420 2.558 0.947
H -2.957 4.684 -1.576
H -1.688 1.548 -4.542
H -0.343 0.077 -2.932
O 0.601 -0.740 1.640
S 1.334 0.038 2.759
C 0.091 1.021 3.630
C -1.026 0.276 4.360
C -1.958 -0.505 3.421
C -2.859 0.453 2.651
S -3.260 -0.094 0.981
O -1.971 -0.647 0.359
C -4.138 -1.591 1.382
C -5.453 -1.478 1.812
C -6.146 -2.626 2.160
C -5.529 -3.867 2.061
C -4.221 -3.963 1.608
C -3.512 -2.820 1.263
C 1.621 -1.242 3.953
C 2.387 -0.918 5.065
C 2.603 -1.883 6.035
C 2.073 -3.158 5.877
C 1.333 -3.473 4.747
C 1.100 -2.512 3.772
H -0.286 1.686 2.844
H 0.686 1.638 4.308
H -1.597 1.035 4.903
H -0.609 -0.393 5.115
H -2.546 -1.236 3.979
H -1.353 -1.064 2.708
H -2.372 1.410 2.461
H -3.818 0.647 3.137
H -5.933 -0.508 1.868
H -7.171 -2.553 2.498
H -6.075 -4.761 2.330
H -3.750 -4.933 1.519
H -2.495 -2.869 0.899
H 2.814 0.073 5.170
H 3.196 -1.644 6.907
H 2.248 -3.910 6.634
H 0.936 -4.471 4.620
H 0.535 -2.738 2.878
S 3.365 2.914 1.028
C 2.368 1.862 0.342
N 1.658 1.083 -0.194

The maximum force is 0.8 eV/A. The calculated total energy is -2780.54137 Ha.

natural (NBO) atomic charge list, values in e, 2 entries: 0.95, -0.67

3.
This record from OMol25 describes a structure of composition C37H27Cl2NOPPtTe at a distorted geometry. The level of theory is the ωB97M-V functional and the def2-TZVPD basis.

Cartesian coordinates (Å):
Pt -16.469 -0.776 -4.693
O -13.735 -1.004 -3.177
C -14.616 -0.269 -3.551
C -14.599 1.207 -3.429
C -13.433 1.933 -3.270
C -13.349 3.317 -3.404
C -14.558 4.065 -3.471
C -15.759 3.382 -3.690
C -15.800 2.014 -3.728
P -17.244 1.225 -4.434
C -18.482 1.454 -3.138
C -18.183 2.000 -1.926
C -19.253 2.320 -1.051
C -20.558 2.265 -1.410
C -20.886 1.628 -2.587
C -19.834 1.160 -3.406
C -17.835 2.159 -5.820
C -17.597 1.724 -7.165
C -18.273 2.321 -8.236
C -19.152 3.362 -8.010
C -19.336 3.871 -6.746
C -18.720 3.199 -5.599
H -12.528 1.366 -3.097
H -12.386 3.822 -3.407
H -14.627 5.204 -3.487
H -16.639 3.911 -3.985
H -17.167 2.300 -1.596
H -18.999 2.754 -0.064
H -21.345 2.673 -0.770
H -21.902 1.377 -2.877
H -20.130 0.708 -4.353
H -16.975 0.871 -7.306
H -18.005 2.102 -9.262
H -19.595 3.905 -8.841
H -19.892 4.762 -6.496
H -18.972 3.553 -4.602
Cl -15.494 -3.385 -4.747
C -16.099 -3.603 -6.278
C -15.738 -4.670 -7.063
C -16.363 -4.926 -8.282
C -17.486 -4.172 -8.656
C -17.869 -3.032 -7.964
Cl -19.134 -2.029 -8.489
C -17.180 -2.691 -6.696
N -17.624 -1.702 -5.938
H -14.853 -5.273 -6.802
H -16.054 -5.724 -8.964
H -18.063 -4.476 -9.525
Te -19.665 -3.148 -2.850
C -21.202 -2.956 -4.290
C -21.324 -3.920 -5.269
C -22.325 -3.745 -6.257
C -23.142 -2.647 -6.280
C -23.022 -1.683 -5.292
C -22.076 -1.869 -4.245
C -20.984 -3.798 -1.292
C -20.526 -4.639 -0.223
C -21.327 -4.915 0.850
C -22.647 -4.440 0.848
C -23.133 -3.625 -0.134
C -22.315 -3.298 -1.224
H -20.666 -4.808 -5.260
H -22.409 -4.495 -7.054
H -23.901 -2.492 -7.008
H -23.587 -0.786 -5.380
H -21.951 -1.100 -3.434
H -19.585 -5.197 -0.334
H -21.058 -5.540 1.738
H -23.364 -4.676 1.691
H -24.160 -3.257 -0.085
H -22.645 -2.641 -2.030

The spin multiplicity is 5. The maximum force is 3.4 eV/A. The calculated total energy is -3204.75267 Ha. The charge is +1.

Mulliken atomic charge list, values in e, 2 entries: 0.12, -0.59

4.
This record from OMol25 describes the molecule C17H17N5O2S. The level of theory is the ωB97M-V functional and the def2-TZVPD basis.

Cartesian coordinates (Å):
C -6.996 -0.348 1.602
C -5.709 -0.124 0.867
C -5.463 1.088 0.231
C -4.285 1.306 -0.455
C -3.322 0.305 -0.520
O -2.199 0.562 -1.267
C -0.999 0.001 -0.919
C -0.109 -0.297 -1.947
C 1.146 -0.801 -1.668
C 1.535 -1.011 -0.348
N 2.794 -1.502 0.002
C 3.889 -1.649 -0.790
O 3.895 -1.637 -1.998
C 5.165 -1.950 -0.006
S 5.275 -1.097 1.603
C 4.869 0.499 1.049
N 4.717 1.541 1.828
N 4.351 2.521 0.957
C 4.304 2.009 -0.295
N 4.036 2.722 -1.416
N 4.626 0.733 -0.262
C 0.646 -0.702 0.679
C -0.608 -0.199 0.401
C -3.562 -0.918 0.095
C -4.745 -1.119 0.783
H -6.938 -1.236 2.227
H -7.814 -0.480 0.895
H -7.233 0.509 2.230
H -6.204 1.873 0.278
H -4.094 2.246 -0.949
H -0.418 -0.128 -2.966
H 1.832 -1.032 -2.466
H 2.962 -1.558 1.000
H 6.019 -1.665 -0.619
H 5.222 -3.015 0.222
H 4.196 3.458 1.288
H 3.441 3.529 -1.320
H 3.863 2.148 -2.226
H 0.946 -0.848 1.708
H -1.283 0.051 1.207
H -2.829 -1.708 0.028
H -4.920 -2.074 1.258

The maximum force is 0.9 eV/A. The calculated total energy is -1480.49508 Ha. Its SMILES is Cc1ccc(Oc2ccc(NC(=O)CSc3n[nH]c(N)n3)cc2)cc1.

natural (NBO) atomic charge list, values in e, 2 entries: -0.62, -0.04

5.
This record from OMol25 describes a cluster of 3 separate species, C7H17NO in total at a distorted geometry. The level of theory is the ωB97M-V functional and the def2-TZVPD basis.

Cartesian coordinates (Å):
C 0.445 0.664 -0.131
C 0.728 -0.644 0.371
C -1.194 -1.353 0.041
C 0.174 0.890 -1.600
C -0.267 1.632 0.790
C 2.400 1.237 0.126
C -2.517 -0.674 0.284
N 1.536 -1.571 -0.286
O -1.088 -2.545 0.821
H -1.274 -2.311 1.741
H 0.815 -0.720 1.450
H -1.098 -1.665 -1.001
H 1.449 -1.586 -1.293
H 1.452 -2.507 0.092
H 0.562 1.866 -1.903
H -0.900 0.890 -1.802
H 0.637 0.139 -2.243
H -0.116 1.374 1.841
H -1.338 1.671 0.589
H 0.105 2.649 0.637
H 2.992 0.750 -0.648
H 2.776 1.016 1.125
H 2.352 2.314 -0.037
H -3.358 -1.377 0.185
H -2.695 0.118 -0.446
H -2.578 -0.257 1.296

The maximum force is 5.8 eV/A. The calculated total energy is -406.77512 Ha.

natural (NBO) atomic charge list, values in e, 2 entries: 0.07, 0.04

So what do the calculations give for energy relative to the best compared isomer or geometry (same formula, charge and spin)? Going down the list: 0.0, 8.0, 6.9, 20.0, 97.4 kcal per mole.